Entry from OMol25: a cluster of 2 separate species, C2H11N3 in total at a distorted geometry (the ωB97M-V functional and the def2-TZVPD basis).

Each line ends with the Löwdin charge.
Geometry (Å):
1 C 2.29 -0.09 0.52  -0.181
2 N 1.23 0.80 1.17  -0.084
3 H 2.25 0.02 -0.60  0.058
4 H 1.94 -1.13 0.60  0.055
5 H 3.34 -0.05 0.79  0.055
6 H 0.54 0.12 1.52  0.021
7 H 1.54 1.18 2.12  0.078
8 N -1.58 -0.90 0.28  -0.025
9 C -1.65 0.29 -0.53  -0.378
10 N -1.13 0.02 -1.96  -0.036
11 H -2.04 -1.71 -0.13  0.069
12 H -1.77 -0.77 1.28  0.072
13 H -2.69 0.62 -0.70  0.086
14 H -1.13 1.17 -0.08  0.087
15 H -0.95 0.91 -2.46  0.061
16 H -0.20 -0.48 -1.83  0.060

- Orbital gap: 10.1 eV
- Maximum force: 2.44 eV/Å
- SMILES string: NCN.CN
- DFT total energy: -6721.5961 eV
- HOMO level: -8.981 eV
- ΔE to the lowest compared entry with this formula, charge and spin: 22.7 kcal/mol
- Multiplicity: 1